Entry from the OMol25 dataset: a molecular structure, C29H70F3Na3O17S at a distorted geometry (ωB97M-V/def2-TZVPD).

Values from the calculation:
DFT total energy	-3610.01303	Eh
Kohn-Sham gap	5.8	eV

The geometry in ORCA input format:
```
! RIJCOSX wB97M-V def2-TZVPD def2/J DEFGRID3
* xyz 2 1
Na 1.04 -2.14 3.86
Na 4.45 -1.73 -0.28
Na 3.89 2.52 2.80
C 0.14 0.91 0.02
F -0.37 -0.08 -0.68
F 0.72 1.76 -0.84
F -0.82 1.52 0.67
S 1.48 0.22 1.21
O 2.41 -0.58 0.43
O 2.08 1.41 1.82
O 0.70 -0.58 2.14
C 2.63 -6.40 -1.44
O 1.83 -5.27 -1.65
C 1.35 -4.63 -0.51
C 0.77 -3.28 -0.89
O -0.17 -3.47 -1.92
C -1.51 -3.28 -1.50
H 3.53 -6.17 -0.85
H 2.98 -6.76 -2.40
H 2.07 -7.18 -0.91
H 2.12 -4.59 0.29
H 0.59 -5.27 -0.04
H 1.60 -2.71 -1.31
H 0.31 -2.84 -0.01
H -1.70 -3.95 -0.65
H -2.23 -3.48 -2.29
H -1.68 -2.23 -1.25
C 3.40 -0.11 -2.60
O 3.97 -1.39 -2.56
C 5.21 -1.54 -3.27
C 6.00 -2.76 -2.85
O 6.25 -2.76 -1.47
C 6.88 -3.92 -0.95
H 3.41 0.41 -3.57
H 3.86 0.67 -1.98
H 2.37 -0.16 -2.24
H 5.82 -0.64 -3.10
H 4.91 -1.57 -4.32
H 6.93 -2.81 -3.43
H 5.36 -3.62 -3.09
H 6.77 -4.11 0.11
H 7.93 -3.93 -1.24
H 6.43 -4.82 -1.39
C -1.42 5.71 7.63
O -2.15 5.35 6.46
C -1.46 4.50 5.58
C -2.15 4.29 4.26
O -1.42 3.31 3.51
C -0.19 3.81 3.01
H -0.34 5.60 7.52
H -1.74 4.92 8.32
H -1.63 6.68 8.05
H -1.26 3.53 6.05
H -0.45 4.89 5.40
H -2.30 5.19 3.65
H -3.14 3.82 4.34
H 0.65 3.45 3.61
H -0.14 4.89 2.85
H -0.08 3.49 1.96
C -4.40 -4.60 -0.73
O -4.29 -4.72 0.67
C -5.01 -3.77 1.41
C -4.55 -2.33 1.28
O -3.14 -2.25 1.51
C -2.67 -0.94 1.32
H -3.82 -5.31 -1.31
H -4.12 -3.58 -1.03
H -5.45 -4.69 -1.04
H -4.93 -4.11 2.44
H -6.06 -3.81 1.11
H -5.05 -1.64 1.98
H -4.69 -1.92 0.27
H -3.35 -0.17 1.69
H -2.49 -0.72 0.26
H -1.67 -0.90 1.78
C -2.45 6.57 -3.13
O -1.09 6.19 -3.06
C -0.75 5.12 -3.92
C -1.04 3.77 -3.30
O -2.44 3.51 -3.24
C -2.59 2.14 -2.91
H -2.67 6.89 -4.15
H -2.63 7.33 -2.36
H -3.14 5.80 -2.78
H 0.33 5.20 -4.11
H -1.22 5.23 -4.90
H -0.69 3.95 -2.27
H -0.43 2.95 -3.70
H -3.61 1.78 -2.80
H -2.09 1.93 -1.96
H -2.13 1.53 -3.69
C -0.52 0.71 4.87
O -0.56 -0.59 5.43
C -1.49 -0.85 6.45
C -1.25 -0.28 7.84
O -1.39 1.12 8.03
C -2.68 1.59 7.64
H -0.77 1.49 5.59
H -1.23 0.77 4.04
H 0.48 0.94 4.50
H -1.49 -1.93 6.57
H -2.53 -0.65 6.16
H -0.30 -0.57 8.28
H -1.99 -0.78 8.49
H -2.72 1.56 6.55
H -2.79 2.61 7.98
H -3.49 0.96 8.02
C -0.14 -0.42 -4.47
O 0.10 0.48 -5.54
C 0.42 -0.15 -6.76
C 1.92 -0.49 -6.91
O 2.76 0.63 -6.99
C 3.83 0.46 -7.88
H -1.20 -0.67 -4.53
H -0.07 0.19 -3.57
H 0.55 -1.26 -4.44
H 0.01 0.45 -7.58
H -0.15 -1.07 -6.91
H 1.96 -1.11 -7.81
H 2.09 -1.17 -6.07
H 3.53 0.36 -8.93
H 4.61 -0.23 -7.55
H 4.36 1.42 -7.88
*
```

Entry from the OMol25 dataset: 5 unconnected molecules or ions with the total composition C29H70IN4O8P at a distorted geometry (ωB97M-V/def2-TZVPD).

Values from the calculation:
DFT total energy	-2606.83114	Eh
Kohn-Sham gap	8.4	eV
SMILES string	CCC[C@@H](C)[PH](I)(CCOCC)CC(=O)OC(C)=O.COC[C@@H](C)N.COC[C@@H](C)N.COC[C@@H](C)N.COC[C@@H](C)N

The geometry in ORCA input format:
```
! RIJCOSX wB97M-V def2-TZVPD def2/J DEFGRID3
* xyz 0 1
C 8.45 -2.16 -0.91
C 7.02 -2.45 -0.44
C 5.93 -1.56 -1.06
C 5.68 -0.20 -0.37
C 6.86 0.34 0.44
P 5.03 1.15 -1.52
I 4.10 3.32 -2.94
C 3.62 0.17 -2.18
C 2.60 -0.24 -1.13
O 2.06 0.92 -0.55
C 1.63 0.78 0.79
C 2.78 0.74 1.80
C 6.60 1.30 -2.46
C 7.52 2.36 -1.89
O 7.22 3.39 -1.40
O 8.81 1.95 -2.03
C 9.78 2.66 -1.29
C 9.99 2.12 0.10
O 10.36 3.56 -1.78
H 9.00 -3.08 -1.11
H 8.46 -1.54 -1.81
H 9.02 -1.61 -0.16
H 6.97 -2.40 0.65
H 6.78 -3.48 -0.72
H 6.17 -1.44 -2.12
H 5.00 -2.13 -1.04
H 4.87 -0.38 0.35
H 7.79 0.32 -0.13
H 6.67 1.37 0.74
H 6.99 -0.22 1.37
H 4.87 2.03 -0.46
H 4.00 -0.70 -2.72
H 3.10 0.79 -2.90
H 2.99 -0.93 -0.38
H 1.82 -0.78 -1.67
H 1.00 -0.11 0.90
H 1.00 1.65 0.99
H 3.62 1.34 1.44
H 2.46 1.13 2.77
H 3.15 -0.28 1.96
H 7.14 0.36 -2.50
H 6.34 1.62 -3.47
H 9.81 1.05 0.16
H 9.31 2.64 0.77
H 11.01 2.35 0.39
C -1.40 -2.06 1.69
O -1.66 -0.78 1.16
C -2.49 -0.75 0.01
C -3.99 -0.84 0.30
C -4.47 -2.25 0.67
N -4.42 0.09 1.34
H -1.32 -2.81 0.89
H -2.16 -2.38 2.41
H -0.44 -2.00 2.22
H -2.29 0.22 -0.45
H -2.17 -1.52 -0.70
H -4.49 -0.55 -0.63
H -4.21 -2.50 1.69
H -5.55 -2.31 0.58
H -4.03 -3.00 0.00
H -4.22 1.05 1.05
H -3.84 -0.06 2.16
C -7.44 -5.11 1.92
O -7.69 -3.82 1.39
C -8.49 -3.79 0.22
C -10.00 -3.87 0.47
C -10.50 -5.26 0.84
N -10.45 -2.92 1.49
H -7.35 -5.86 1.13
H -8.22 -5.42 2.63
H -6.49 -5.05 2.47
H -8.27 -2.83 -0.25
H -8.17 -4.58 -0.48
H -10.48 -3.58 -0.47
H -10.27 -5.51 1.88
H -11.58 -5.31 0.73
H -10.06 -6.03 0.20
H -10.24 -1.97 1.20
H -9.89 -3.06 2.33
C -1.57 1.92 3.66
O -1.56 1.22 4.89
C -2.00 1.96 6.01
C -3.52 2.01 6.19
C -4.23 2.96 5.23
N -4.15 0.69 6.11
H -1.32 2.98 3.80
H -2.54 1.85 3.16
H -0.83 1.46 3.01
H -1.57 1.45 6.88
H -1.57 2.97 5.99
H -3.69 2.39 7.21
H -4.32 2.51 4.23
H -5.24 3.16 5.58
H -3.69 3.91 5.13
H -3.78 0.09 6.84
H -3.87 0.26 5.24
C -2.09 3.54 -4.62
O -0.77 3.42 -4.13
C -0.08 2.25 -4.51
C 0.56 2.30 -5.90
C -0.44 2.15 -7.05
N 1.36 3.50 -6.11
H -2.58 2.57 -4.68
H -2.12 4.01 -5.61
H -2.64 4.18 -3.93
H 0.72 2.13 -3.77
H -0.75 1.38 -4.42
H 1.25 1.44 -5.95
H -0.98 3.08 -7.22
H 0.09 1.91 -7.97
H -1.16 1.35 -6.85
H 2.10 3.52 -5.41
H 0.78 4.31 -5.90
*
```

Entry from the OMol25 dataset: 11 unconnected molecules or ions with the total composition C29H71BBrFN4O14S10 at a distorted geometry (ωB97M-V/def2-TZVPD).

Values from the calculation:
DFT total energy	-9100.21221	Eh
Kohn-Sham gap	7.3	eV

The geometry in ORCA input format:
```
! RIJCOSX wB97M-V def2-TZVPD def2/J DEFGRID3
* xyz 0 1
C 5.76 0.37 1.84
C 6.18 1.75 1.21
N 5.15 2.82 1.26
N 3.86 2.34 1.51
N 3.50 2.46 2.78
C 2.26 1.99 2.94
Br 1.61 2.19 4.80
C 1.32 1.37 2.00
B -0.15 0.88 2.49
N -1.30 1.47 1.78
O -0.40 -0.03 3.55
C 1.81 1.27 0.60
C 0.99 0.65 -0.57
C 0.92 -0.92 -0.55
O 0.49 -1.50 -1.49
F 1.35 -1.69 0.52
C 3.16 1.84 0.47
C 3.77 1.84 -0.99
O 4.54 0.93 -1.31
O 3.37 2.78 -1.79
H 5.34 -0.27 1.02
H 5.11 0.45 2.75
H 6.70 -0.15 2.19
H 7.10 2.12 1.76
H 6.52 1.62 0.14
H 5.17 3.50 0.51
H -1.74 0.71 1.25
H -0.96 2.17 1.12
H -0.81 0.52 4.25
H -0.09 1.00 -0.52
H 1.44 0.95 -1.55
C 7.85 4.66 4.95
S 7.38 2.93 4.90
O 7.44 2.49 3.48
C 5.65 3.18 5.32
H 8.90 4.75 4.68
H 7.25 5.23 4.24
H 7.70 5.05 5.96
H 5.18 3.84 4.58
H 5.57 3.62 6.32
H 5.14 2.22 5.31
C -1.22 6.43 3.01
S -1.68 4.68 2.92
O -1.61 4.29 1.48
C -3.41 4.92 3.33
H -0.17 6.52 2.75
H -1.83 7.01 2.32
H -1.38 6.78 4.03
H -3.88 5.59 2.62
H -3.49 5.32 4.34
H -3.91 3.95 3.29
C -2.04 -4.46 -2.09
S -3.01 -3.00 -2.48
O -4.45 -3.36 -2.28
C -2.69 -3.02 -4.25
H -2.12 -4.66 -1.02
H -2.41 -5.32 -2.65
H -0.99 -4.27 -2.34
H -3.02 -3.97 -4.68
H -1.62 -2.88 -4.42
H -3.24 -2.20 -4.71
C -6.21 -3.47 -6.29
S -5.80 -5.16 -6.77
O -4.40 -5.43 -6.35
C -5.79 -4.85 -8.55
H -6.23 -3.43 -5.20
H -5.44 -2.79 -6.67
H -7.18 -3.21 -6.69
H -5.05 -4.08 -8.78
H -6.78 -4.54 -8.87
H -5.51 -5.78 -9.06
C 5.12 -4.28 2.26
S 3.60 -3.34 2.47
O 3.97 -1.89 2.48
C 3.29 -3.83 4.17
H 5.51 -4.09 1.26
H 5.85 -3.97 3.00
H 4.90 -5.35 2.37
H 4.14 -3.55 4.80
H 3.14 -4.91 4.22
H 2.40 -3.32 4.52
C -1.55 4.52 -1.49
S -2.33 2.91 -1.66
O -1.38 1.90 -1.11
C -2.22 2.84 -3.46
H -1.48 4.74 -0.43
H -0.55 4.50 -1.93
H -2.16 5.28 -1.99
H -1.18 2.92 -3.77
H -2.81 3.65 -3.89
H -2.63 1.88 -3.79
C 4.27 8.77 6.35
S 4.64 7.08 5.85
O 6.05 6.79 6.25
C 4.63 7.40 4.08
H 4.26 8.81 7.44
H 5.03 9.44 5.97
H 3.29 9.05 5.97
H 5.38 8.16 3.84
H 3.64 7.73 3.77
H 4.88 6.47 3.56
C -9.11 -10.00 -6.57
S -8.21 -8.46 -6.29
O -7.91 -7.87 -7.63
C -6.70 -9.23 -5.69
H -10.08 -9.75 -6.99
H -8.56 -10.63 -7.27
H -9.24 -10.52 -5.62
H -6.30 -9.90 -6.44
H -6.91 -9.77 -4.76
H -5.97 -8.44 -5.48
C -1.88 1.46 -8.61
S -3.35 1.97 -7.70
O -2.91 2.86 -6.59
C -3.70 0.35 -6.99
H -1.47 2.34 -9.11
H -1.14 1.05 -7.92
H -2.16 0.71 -9.36
H -2.84 0.01 -6.40
H -3.91 -0.36 -7.79
H -4.57 0.44 -6.34
C -0.31 -5.13 7.77
S 0.17 -4.35 6.22
O 1.31 -3.44 6.51
C -1.31 -3.33 6.06
H 0.50 -5.80 8.08
H -0.47 -4.37 8.54
H -1.22 -5.72 7.62
H -1.41 -2.69 6.93
H -2.19 -3.98 5.97
H -1.21 -2.72 5.16
*
```

Entry from the OMol25 dataset: 5 unconnected molecules or ions with the total composition C29H72OP2 at a distorted geometry (ωB97M-V/def2-TZVPD).

Values from the calculation:
DFT total energy	-1905.90428	Eh
Kohn-Sham gap	8.1	eV
SMILES string	CCCC[PH3]P(C)O.CCCCCC.CCCCCC.CCCCCC.CCCCCC

The geometry in ORCA input format:
```
! RIJCOSX wB97M-V def2-TZVPD def2/J DEFGRID3
* xyz 0 1
C 2.13 -0.04 -2.09
C 1.79 0.99 -0.86
C 1.24 2.46 -1.30
C 0.17 2.48 -2.54
P -1.30 1.27 -2.37
P -2.80 -0.33 -2.10
C -3.87 0.27 -0.61
O -3.79 -0.51 -3.54
H 2.26 -1.12 -1.61
H 1.28 -0.16 -2.89
H 3.14 0.19 -2.66
H 2.82 1.17 -0.28
H 0.99 0.50 -0.14
H 0.67 2.91 -0.36
H 2.16 3.20 -1.47
H 0.78 2.36 -3.55
H -0.28 3.58 -2.58
H -0.74 0.46 -3.44
H -2.29 2.25 -2.74
H -0.99 1.12 -0.97
H -3.62 -0.41 0.31
H -5.00 0.17 -0.89
H -3.53 1.36 -0.35
H -3.52 -1.38 -3.99
C -10.17 -3.00 1.20
C -8.93 -2.12 1.17
C -8.68 -1.46 -0.19
C -8.42 -2.44 -1.34
C -7.23 -3.39 -1.13
C -5.90 -2.66 -1.00
H -10.08 -3.84 0.50
H -10.32 -3.41 2.20
H -11.06 -2.42 0.93
H -8.06 -2.70 1.49
H -9.05 -1.32 1.92
H -7.84 -0.77 -0.10
H -9.55 -0.85 -0.45
H -8.25 -1.86 -2.25
H -9.31 -3.04 -1.53
H -7.17 -4.07 -1.99
H -7.40 -4.02 -0.25
H -5.69 -2.06 -1.89
H -5.09 -3.39 -0.88
H -5.88 -2.01 -0.12
C 5.87 1.77 -0.54
C 5.58 2.20 -1.97
C 6.39 1.41 -3.01
C 7.91 1.57 -2.91
C 8.42 3.01 -3.02
C 8.10 3.66 -4.35
H 6.91 1.94 -0.27
H 5.25 2.33 0.16
H 5.65 0.70 -0.40
H 5.76 3.27 -2.07
H 4.52 2.04 -2.17
H 6.05 1.71 -4.01
H 6.15 0.34 -2.91
H 8.37 0.97 -3.71
H 8.26 1.14 -1.97
H 9.51 3.01 -2.88
H 8.01 3.62 -2.20
H 8.54 3.09 -5.18
H 8.51 4.68 -4.39
H 7.02 3.74 -4.52
C 5.05 -2.16 0.05
C 5.93 -1.77 1.23
C 7.42 -1.86 0.92
C 7.94 -3.26 0.56
C 7.69 -4.33 1.63
C 8.40 -4.04 2.94
H 5.20 -3.20 -0.25
H 3.99 -2.05 0.32
H 5.24 -1.51 -0.81
H 5.68 -2.39 2.10
H 5.69 -0.74 1.52
H 7.99 -1.47 1.78
H 7.65 -1.18 0.08
H 9.01 -3.19 0.37
H 7.48 -3.58 -0.38
H 8.05 -5.29 1.24
H 6.62 -4.45 1.81
H 9.48 -3.96 2.79
H 8.22 -4.85 3.65
H 8.04 -3.11 3.40
C -6.34 -0.18 3.59
C -5.87 0.94 2.68
C -4.47 1.45 3.03
C -4.33 2.07 4.43
C -5.27 3.25 4.71
C -5.02 4.44 3.80
H -6.42 0.15 4.63
H -7.33 -0.53 3.27
H -5.66 -1.03 3.54
H -6.59 1.77 2.70
H -5.86 0.58 1.65
H -4.16 2.18 2.27
H -3.76 0.62 2.95
H -3.29 2.40 4.56
H -4.50 1.30 5.19
H -5.11 3.57 5.75
H -6.31 2.94 4.64
H -3.99 4.80 3.89
H -5.69 5.26 4.07
H -5.21 4.19 2.75
*
```